# C35H87NO17

9 unconnected molecules or ions with the total composition C35H87NO17 in a non-equilibrium geometry (wB97M-V/def2-TZVPD, the Open Molecules 2025 dataset).

Last column: Mulliken charge in e.
Cartesian coordinates (Å):
O 2.77791 -3.42251 0.24418  -0.315
O 2.08943 -1.35406 7.34813  -0.362
O 3.88974 6.38550 1.18211  -0.278
O -7.19529 -1.04346 3.05503  -0.302
O -4.51143 -11.05899 -0.33354  -0.356
O -10.01666 -0.29598 3.46060  -0.305
O 5.55853 3.24903 -8.39023  -0.289
O -1.40861 -0.31446 -5.68392  -0.246
O -2.49262 -9.76133 1.69720  -0.328
O -2.74961 10.89829 1.80706  -0.302
O 3.18355 6.41358 -1.60611  -0.267
O 0.95491 -0.98734 0.58472  -0.287
O 6.89879 4.59708 -10.49686  -0.325
O -3.77553 1.43414 -4.52426  -0.313
O 5.56940 -11.05492 1.88113  -0.626
O 0.68695 -3.95822 8.28790  -0.363
O -5.07131 13.00885 2.79190  -0.314
N 7.33145 -11.60018 0.51891  -0.157
C 4.62760 5.94326 2.33248  -0.719
C -5.86780 14.10777 2.39269  -0.700
C -2.28202 0.55322 -6.32367  -0.506
C 0.87815 -1.94395 -0.45169  -0.527
C 0.65919 -1.56553 7.62407  -0.523
C 7.54112 5.90065 -10.27016  -0.676
C 2.26845 6.82524 -2.63531  -0.783
C -2.77744 11.96770 2.81896  -0.466
C 0.18323 -3.02264 7.35689  -0.371
C 4.87925 2.90277 -7.15466  -0.804
C 3.13519 -4.61397 0.91506  -0.684
C 6.02051 -11.53231 0.84028  0.600
C 2.44860 -1.28610 5.97380  -0.682
C 1.32067 -3.29974 0.02462  -0.581
C 3.99145 7.41056 -1.05868  -0.525
C -5.87870 -1.01087 2.52321  -0.666
C -3.57228 -10.04945 -0.52009  -0.513
C -8.92548 0.24128 4.21395  -0.510
C 4.97313 -12.04170 -0.21903  -0.992
C -1.95410 9.76124 2.04132  -0.689
C 1.11404 0.33307 0.09089  -0.696
C -3.64749 13.22056 2.50749  -0.556
C 2.05476 -4.25497 8.30122  -0.616
C -4.31005 2.50028 -3.82039  -0.722
C -2.23643 -10.15533 0.34332  -0.441
C -5.29068 -11.15784 0.89324  -0.563
C 4.79258 6.82338 0.11106  -0.510
C -0.96033 -1.40286 -6.49438  -0.735
C -1.65737 -10.17999 2.75701  -0.751
C -7.61072 0.33226 3.36492  -0.628
C -11.17860 -0.50727 4.21893  -0.761
C 5.12966 4.46463 -8.85925  -0.317
C 8.37357 -11.07559 1.29613  -0.839
C 5.54381 4.48162 -10.30975  -0.573
C -2.73707 1.73015 -5.41002  -0.486
H 8.28438 -10.02286 1.56427  0.268
H -2.03620 9.29443 3.02287  0.283
H -4.05784 -9.07930 -0.62567  0.355
H -4.99357 2.20802 -3.02322  0.259
H 5.22618 3.52802 -10.73146  0.257
H 0.43419 -1.33821 8.66609  0.285
H 4.21293 -4.64568 1.07497  0.257
H -12.02711 -0.62670 3.54524  0.249
H 4.63865 7.85767 -1.81321  0.381
H 4.93758 3.71212 -6.42688  0.310
H -7.75249 0.81520 2.39809  0.371
H -1.93551 1.93948 -4.70166  0.308
H -1.84398 -11.24152 2.91956  0.316
H -3.50048 13.46668 1.45586  0.351
H 1.56891 0.93549 0.87721  0.212
H 1.56000 -1.67293 -1.25775  0.348
H 5.06835 -11.50136 -1.16087  0.328
H 3.44186 8.24274 -0.61876  0.314
H 7.25467 6.54033 -11.10494  0.288
H 3.50619 -1.02337 5.99814  0.251
H -6.92878 13.90043 2.53211  0.254
H 2.67437 -4.62520 1.90280  0.271
H -2.98098 2.54538 -6.09120  0.330
H 9.30230 -11.21817 0.74363  0.325
H -1.92922 -11.19804 0.42376  0.327
H 3.81338 2.71105 -7.27817  0.309
H 5.13364 -13.11854 -0.27158  0.293
H -3.18575 0.07253 -6.69826  0.333
H 2.38534 -4.79936 7.41665  0.254
H 5.54407 7.56358 0.38579  0.372
H -3.26423 -10.32134 -1.52969  0.283
H -1.80589 -2.01525 -6.80760  0.304
H 0.15317 0.76801 -0.18416  0.288
H 5.31481 2.06167 -6.61526  0.273
H -5.66747 14.37738 1.35574  0.289
H -4.77597 -10.71152 1.74410  0.250
H 0.90710 -4.01388 -0.68747  0.391
H -8.62665 -0.35348 5.07712  0.303
H -9.03070 1.24141 4.63439  0.389
H -1.93994 -9.61208 3.64343  0.240
H -0.38300 -1.07636 -7.35936  0.303
H 8.49105 -11.61055 2.23853  0.273
H -3.59730 3.10921 -3.26425  0.285
H -3.35719 14.16118 2.97554  0.403
H 5.26919 5.92496 -0.28107  0.306
H 1.71208 5.98039 -3.04127  0.265
H -6.78375 0.89319 3.80031  0.442
H -0.91377 10.03704 1.86881  0.285
H 0.10629 -0.83565 7.03275  0.390
H 7.18367 6.42238 -9.38240  0.266
H 5.00111 5.22863 -10.88901  0.393
H 0.71575 -3.58156 0.88644  0.359
H 7.60716 -11.96726 -0.38073  0.258
H 1.51422 7.51981 -2.26544  0.307
H 2.00356 -0.49049 5.37627  0.292
H -0.58141 -10.15441 2.58453  0.320
H 1.72704 0.37385 -0.80948  0.321
H -5.65164 -12.16778 1.08774  0.226
H -1.41726 -9.57656 -0.08338  0.382
H 5.65003 5.26366 -8.33115  0.229
H -6.16062 -10.52672 0.71160  0.253
H 0.41309 -3.26009 6.31820  0.287
H -5.30198 -0.62527 3.36393  0.283
H -11.36333 0.17488 5.04878  0.326
H -1.77118 12.37157 2.93040  0.315
H 8.63071 5.91087 -10.24225  0.262
H -5.95104 -0.34386 1.66416  0.287
H -1.82045 1.00063 -7.20395  0.354
H 2.29673 -4.94600 9.10869  0.265
H 3.97967 -11.72896 0.10238  0.268
H 3.81336 5.64539 2.99308  0.242
H 2.84445 -5.52980 0.40046  0.292
H 5.34413 5.14769 2.12814  0.290
H -11.04552 -1.45967 4.73209  0.301
H 2.35440 -2.28411 5.54578  0.292
H -2.15478 8.98542 1.30244  0.257
H -3.17751 11.58947 3.75970  0.300
H 2.63725 -3.36727 8.54779  0.269
H -0.15613 -1.88078 -0.78988  0.351
H -0.29232 -2.01221 -5.88564  0.232
H 5.15128 6.76461 2.82157  0.298
H -5.70209 14.95794 3.05439  0.292
H 4.06443 4.66032 -8.73637  0.397
H -0.89959 -3.12424 7.42951  0.333
H -5.68382 -2.04467 2.23794  0.222
H -4.88902 3.07956 -4.53965  0.300
H 2.69692 7.21417 -3.55903  0.306

Results
Structure (SMILES) ... CNC(C)=O.COCCOC.COCCOC.COCCOC.COCCOC.COCCOC.COCCOC.COCCOC.COCCOC
LUMO ... 0.3516 eV
Electronic energy ... -73989.4744 eV
Charge ... 0
Energy above the lowest of the compared OMol25 structures with the same formula, charge and spin ... 124.8 kcal/mol
Spin multiplicity ... 1
Kohn-Sham gap ... 9.52 eV